23
Properties=species:S:1:pos:R:3:forces:R:3:nbo_charge:R:1 method="wB97M-V/def2-TZVPD" orbital_gap_ha=0.307 e_homo_ev=-7.8 e_above_lowest_kcal_mol=105.0
C 2.330 -0.348 0.137 -2.655 0.251 -0.804 -0.27
N 2.024 -1.589 -0.512 0.826 -0.422 0.262 -0.85
C 1.323 0.860 -0.393 4.692 0.106 -0.475 0.16
N 1.270 1.186 -1.636 -2.229 0.481 0.994 -0.70
H 1.221 -2.018 -0.062 0.131 0.085 -0.600 0.37
H 1.930 -1.425 -1.512 -0.335 -0.389 0.333 0.36
H 0.857 0.462 -2.224 1.216 -0.522 -0.290 0.33
H 2.299 -0.469 1.223 -0.084 0.130 -0.137 0.19
H 3.319 0.011 -0.157 -0.157 0.197 0.048 0.21
H 1.509 1.683 0.304 -0.540 0.486 0.109 0.13
C -1.394 0.900 1.685 -0.008 0.326 -0.008 -0.70
C -2.074 0.223 -1.310 0.942 0.997 -0.273 -0.63
C -0.873 -0.231 0.869 -0.650 -0.331 -2.496 0.34
C -0.892 -0.279 -0.512 -2.175 -1.900 2.811 -0.29
O -0.387 -1.324 1.528 0.551 0.393 0.365 -0.68
H -0.192 -1.074 2.441 0.071 -0.153 -0.057 0.48
H -0.563 -1.239 -0.900 0.451 0.142 0.025 0.20
H -2.363 1.243 1.323 -0.042 -0.123 -0.010 0.24
H -1.507 0.648 2.741 0.070 0.002 -0.057 0.22
H -0.722 1.755 1.574 0.020 0.022 0.244 0.24
H -1.787 0.330 -2.357 -0.057 0.266 -0.082 0.21
H -2.901 -0.490 -1.304 0.102 -0.108 0.256 0.22
H -2.425 1.186 -0.945 -0.140 0.062 -0.158 0.21